Density functional theory data (the ωB97M-V functional and the def2-TZVPD basis) for a molecular structure, C17H17AuClF3N2O3S2Te.

Summary:
Expectation value of S²: 2.026
Electronic energy, Ha: -2953.120971
Orbital gap (alpha / beta), eV: 7.5967 / 6.3075
HOMO (alpha / beta), eV: -7.3 / -8.5
Energy above the lowest of the compared OMol25 structures with the same formula, charge and spin, eV: 0.198
Multiplicity: 3

Geometry (Å):
Au -0.7250 -1.0026 -0.2696
S -1.7792 -3.1286 -0.4758
C -1.0366 -3.8919 0.8793
N 0.2007 -4.3760 0.9163
C 0.5714 -4.8114 2.2681
C -0.7874 -4.8069 2.9984
N -1.6559 -4.1392 2.0232
H 0.8756 -4.0531 0.2444
H 1.2611 -4.0997 2.7143
H 1.0147 -5.8045 2.2396
H -0.7361 -4.2324 3.9203
H -1.1508 -5.8148 3.1967
H -2.5737 -3.7756 2.2094
Te -0.5456 1.4265 0.7250
C -1.4132 2.5582 -0.7997
C -2.1523 1.9769 -1.8312
C -2.6558 2.7632 -2.8540
C -2.4129 4.1316 -2.8650
C -1.6823 4.7172 -1.8405
C -1.1919 3.9362 -0.8049
H -2.3265 0.9075 -1.8297
H -3.2322 2.3075 -3.6494
H -2.7965 4.7420 -3.6725
H -1.4932 5.7830 -1.8466
H -0.6183 4.3971 -0.0093
F 2.7877 -0.7782 4.2063
C 1.6518 -0.1280 3.9391
F 1.9308 0.8187 3.0218
F 1.2479 0.4867 5.0488
S 0.3600 -1.2685 3.2895
O 0.2433 -2.2928 4.2991
O 0.9513 -1.7295 2.0374
O -0.7947 -0.4045 3.1324
Cl 1.9748 4.9135 -2.6068
C 1.7449 3.2048 -2.4066
C 2.3778 2.5468 -1.3621
C 2.1654 1.1898 -1.1875
C 1.3194 0.4678 -2.0503
C 1.0125 -0.9212 -1.8042
C 0.7161 1.1657 -3.1085
C 0.9210 2.5193 -3.2886
H 3.0194 3.0981 -0.6876
H 2.6382 0.6762 -0.3575
H 1.7229 -1.4842 -1.2048
H 0.5639 -1.4761 -2.6216
H 0.0558 0.6329 -3.7828
H 0.4316 3.0528 -4.0924